15
Properties=species:S:1:pos:R:3 method="wB97M-V/def2-TZVPD" spin_multiplicity=1 relative_energy_kcal_mol=0.2 smiles=CC(C)(C)O e_homo_ev=-10.23
C 0.0125 1.3637 0.6750
C -0.0734 -0.0885 0.2132
C 1.3139 -0.6486 -0.1082
C -0.9954 -0.2194 -0.9993
O -0.6255 -0.8026 1.3227
H 0.1692 2.0388 -0.1732
H -0.9239 1.6366 1.1731
H 0.8311 1.5005 1.3898
H 1.9301 -0.6384 0.7966
H 1.2431 -1.6857 -0.4595
H 1.8150 -0.0609 -0.8871
H -0.5894 0.3119 -1.8674
H -1.0995 -1.2762 -1.2811
H -1.9894 0.1837 -0.7778
H -1.0184 -1.6150 0.9832

=====

9
Properties=species:S:1:pos:R:3 method="wB97M-V/def2-TZVPD" spin_multiplicity=2 relative_energy_kcal_mol=44.1 s2=0.908 e_homo_ev="-3.31 / -4.19"
O 1.3868 1.2928 0.3381
C 0.2392 1.2501 -0.3411
C -0.9253 0.7248 0.1491
Li 2.7497 0.8694 2.0389
Li 1.5923 -2.2005 0.5683
H 0.3562 1.1562 -1.4403
H -1.0702 0.8659 1.2385
Cs -2.8103 -3.6003 -2.1895
O -1.5184 -0.3584 -0.3621

=====

25
Properties=species:S:1:pos:R:3 method="wB97M-V/def2-TZVPD" spin_multiplicity=1 relative_energy_kcal_mol=123.5 e_homo_ev="-8.03 / -6.90"
C -1.8060 -0.5600 3.2655
C -1.5790 0.7760 2.9495
C -1.8223 -1.4916 2.1362
C -1.3331 1.2094 1.6065
C -1.6459 -1.0313 0.8209
C -1.2602 0.3050 0.5486
C -0.7357 -1.1712 -3.1402
C 0.8437 2.8724 -1.0109
N 2.3859 -0.5732 -1.1498
O -1.3088 -0.4481 -2.1222
O 0.1442 1.7876 -1.2826
Si -1.1470 0.8496 -1.2054
H -1.7100 -0.9421 4.2809
H -1.2871 1.4474 3.6808
H -1.8699 -2.5239 2.2796
H -0.9446 2.1712 1.5197
H -1.5312 -1.8544 0.0551
H 0.3257 -1.0866 -2.9523
H -1.1811 -0.6636 -4.0352
H -1.1167 -2.1867 -2.8694
H 1.0730 3.4026 -1.8893
H 3.2191 0.0134 -1.2133
H 0.5262 3.3256 -0.0823
H 1.5605 0.0787 -1.2406
H 2.4350 -0.7709 -0.0881

=====

15
Properties=species:S:1:pos:R:3 method="wB97M-V/def2-TZVPD" spin_multiplicity=5 s2=6.018 e_homo_ev="-8.70 / -10.70"
O -2.5159 0.1325 0.5848
Co -1.1729 0.8775 1.6267
N 0.3700 0.7806 -0.0021
S -1.3907 -0.2922 -0.7588
C -1.5437 1.1306 -1.9379
F -0.6126 1.0120 -2.8738
F -1.4180 2.3016 -1.3414
F -2.7391 1.0848 -2.5215
S 1.2264 0.1339 1.1042
O 0.3543 -0.0421 2.3530
O 2.5476 0.7082 1.3884
C 1.6433 -1.6378 0.6752
F 0.5467 -2.3771 0.6151
F 2.2516 -1.6630 -0.5015
F 2.4531 -2.1494 1.5898

=====

26
Properties=species:S:1:pos:R:3 method="wB97M-V/def2-TZVPD" spin_multiplicity=1 relative_energy_kcal_mol=0.0 smiles="COC1(OC)C=CC(=O)C[C@@]1(C)Cl" e_homo_ev=-9.71
C 1.9744 1.3589 0.7637
O 1.2798 0.1095 0.7824
C 0.0160 0.0163 0.2972
O -0.9188 0.8283 0.8947
C -1.3127 0.5653 2.1977
C -0.2741 -1.4519 0.4991
C -1.2020 -2.2117 -0.2257
C -1.9901 -1.5776 -1.2951
O -2.9369 -2.1751 -1.7884
C -1.4684 -0.2985 -1.8676
C -0.1066 0.1464 -1.3931
C 1.2110 -0.4402 -1.9281
Cl -0.1630 1.9317 -1.8762
H 2.7940 1.2037 1.4215
H 1.3563 2.1759 1.2484
H 2.2345 1.6526 -0.4053
H -0.4202 0.4049 2.9442
H -1.9871 -0.2603 2.1302
H -1.9390 1.4390 2.5836
H 0.3769 -1.8178 1.3136
H -1.6625 -3.1593 -0.0196
H -1.4413 -0.3542 -2.9923
H -2.1848 0.4090 -1.5073
H 1.3501 -0.0388 -2.9423
H 1.0857 -1.5074 -1.7812
H 2.0955 -0.1735 -1.2456

=====

7
Properties=species:S:1:pos:R:3 method="wB97M-V/def2-TZVPD" spin_multiplicity=1 relative_energy_kcal_mol=55.5 smiles=N#CO[SiH3] e_homo_ev=-11.84
N 1.1228 -2.5517 -0.4737
C 1.0345 -1.4434 -0.2455
O 0.9703 0.1227 -0.0641
Si -0.5225 0.8660 0.1081
H -1.1629 0.1949 1.1327
H -0.1199 2.1505 0.6247
H -1.3224 0.6610 -1.0822

=====

Number 1: calculated total energy -6357.79640 eV. Number 2: calculated total energy -7153.16606 eV. Number 3: calculated total energy -21966.60082 eV. Number 4: calculated total energy -85304.23348 eV. Number 5: calculated total energy -28206.05559 eV. Number 6: calculated total energy -12498.74291 eV.